{"formula": "C23H40FN6O9", "method": "the ωB97M-V functional and the def2-TZVPD basis", "charge": 1, "homo_ev": -11.0, "lumo_energy_ev": -4.34, "species": ["C", "C", "O", "C", "N", "C", "C", "C", "C", "O", "O", "C", "C", "C", "O", "N", "C", "O", "F", "H", "H", "H", "H", "H", "H", "H", "H", "H", "H", "H", "H", "C", "C", "O", "N", "C", "H", "H", "H", "H", "H", "H", "H", "C", "C", "O", "N", "C", "H", "H", "H", "H", "H", "H", "H", "C", "C", "O", "N", "C", "H", "H", "H", "H", "H", "H", "H", "C", "C", "O", "N", "C", "H", "H", "H", "H", "H", "H", "H"], "positions_angstrom": [[3.82, -3.65, -0.55], [3.21, -2.24, -0.97], [1.84, -2.21, -0.47], [0.97, -2.65, -1.49], [-0.46, -2.56, -1.07], [-0.83, -1.73, -0.05], [-2.26, -1.58, 0.43], [-3.28, -2.37, -0.25], [-4.79, -2.24, 0.15], [-5.01, -2.03, 1.31], [-5.75, -2.34, -0.83], [-2.85, -3.28, -1.33], [-1.45, -3.32, -1.68], [-1.03, -4.31, -2.84], [-0.80, -3.89, -3.93], [-0.90, -5.72, -2.54], [-1.18, -6.03, -1.17], [-0.51, -5.78, -0.23], [-2.37, -6.73, -0.95], [4.18, -4.24, -1.43], [4.61, -3.42, 0.20], [3.02, -4.24, -0.02], [3.82, -1.42, -0.52], [3.23, -2.09, -2.09], [1.10, -1.94, -2.36], [1.26, -3.69, -1.81], [-0.07, -1.12, 0.50], [-2.51, -0.90, 1.27], [-5.41, -1.97, -1.67], [-3.55, -3.95, -1.90], [-1.58, -6.22, -3.14], [-1.36, 3.22, -0.97], [-1.93, 2.03, -0.26], [-1.27, 1.02, -0.03], [-3.23, 2.09, 0.13], [-4.17, 3.18, -0.04], [-0.31, 3.02, -1.22], [-1.90, 3.41, -1.89], [-1.39, 4.10, -0.32], [-3.54, 1.26, 0.60], [-4.52, 3.50, 0.95], [-5.02, 2.81, -0.62], [-3.73, 4.03, -0.56], [8.20, -3.92, -1.69], [7.46, -2.64, -1.39], [6.35, -2.64, -0.87], [8.05, -1.47, -1.71], [9.35, -1.25, -2.33], [7.59, -4.77, -1.38], [8.38, -4.00, -2.76], [9.14, -3.94, -1.14], [7.49, -0.66, -1.48], [9.96, -0.65, -1.66], [9.20, -0.71, -3.26], [9.86, -2.19, -2.54], [-7.20, 5.57, 1.87], [-5.99, 5.66, 2.76], [-4.92, 5.13, 2.46], [-6.10, 6.34, 3.93], [-7.26, 7.02, 4.46], [-6.95, 4.99, 0.98], [-8.02, 5.06, 2.39], [-7.52, 6.57, 1.56], [-5.25, 6.35, 4.47], [-7.01, 8.07, 4.61], [-7.51, 6.58, 5.43], [-8.12, 6.94, 3.80], [2.04, 1.12, 0.23], [3.24, 1.22, 1.13], [4.32, 0.72, 0.83], [3.11, 1.88, 2.30], [1.93, 2.54, 2.84], [2.30, 0.56, -0.66], [1.23, 0.59, 0.74], [1.71, 2.11, -0.07], [3.95, 1.91, 2.85], [2.16, 3.59, 2.99], [1.68, 2.08, 3.80], [1.07, 2.45, 2.17]]}